Below is 2 unconnected molecules or ions with the total composition C4H6O2, with properties calculated with ωB97M-V/def2-TZVPD.

XYZ file:
```
12
Properties=species:S:1:pos:R:3
C -2.00 -0.36 -0.65
C -1.29 0.16 -1.62
O -0.64 0.62 -2.47
H -2.70 -1.16 -0.87
H -1.88 0.05 0.35
C 1.29 -0.45 1.13
C 1.12 0.79 0.29
O 0.22 1.59 0.44
H 0.41 -0.58 1.76
H 2.19 -0.35 1.75
H 1.44 -1.33 0.50
H 1.88 0.93 -0.50
```

Its HOMO energy is -9.2 eV. As for the structure (SMILES): C=C=O.CC=O. The maximum force comes out at 0.780 eV Å⁻¹. The LUMO energy comes out at 0.92 eV. Its frontier orbital gap is 10.13 eV.

Mulliken atomic charge list, values in e, 4 entries: number 1, C, carries -0.95; number 2, C, carries 0.77; number 3, O, carries -0.37; number 4, H, carries 0.26


Below is a molecular structure, C23H31AuN2O4, with properties calculated with ωB97M-V/def2-TZVPD.

XYZ file:
```
61
Properties=species:S:1:pos:R:3
Au 0.07 0.42 0.66
C -1.96 1.36 0.65
C -1.36 1.71 -0.65
C -1.89 0.80 -1.62
H -0.87 2.67 -0.82
C -2.75 -0.11 -0.97
C -2.83 0.24 0.41
H -3.47 -0.22 1.15
H -1.89 2.00 1.53
H -1.68 0.81 -2.69
H -3.32 -0.90 -1.46
C 1.11 -1.11 1.84
C -0.17 -1.62 2.31
C -0.64 -2.54 1.33
H -0.59 -1.44 3.29
C 0.24 -2.55 0.23
C 1.30 -1.63 0.48
H 2.20 -1.46 -0.12
H 1.86 -0.58 2.43
H -1.50 -3.19 1.46
H 0.19 -3.23 -0.62
O 1.02 1.68 -1.43
C 1.03 -1.90 -4.02
C 1.26 -0.47 -3.86
C -0.42 -2.22 -3.79
C 2.04 -2.67 -3.20
C 1.38 1.08 -2.56
H 0.60 0.10 -4.57
H 2.31 -0.26 -4.19
H 2.46 1.05 -2.57
H 0.89 1.74 -3.28
H -0.96 -3.00 -4.41
H -0.96 -1.28 -3.99
H -0.59 -2.49 -2.73
H 2.69 -3.46 -3.68
H 1.60 -3.15 -2.31
H 2.74 -1.90 -2.86
C 0.55 2.54 4.22
C 2.00 2.75 3.81
C 2.24 3.62 2.54
C 2.05 5.15 2.82
C 0.67 5.61 3.23
C 3.71 3.46 2.10
O 4.65 4.15 2.50
N 3.93 2.49 1.12
C 2.99 1.58 0.63
O 3.42 0.65 -0.10
N 1.72 1.82 1.03
C 1.40 3.11 1.39
O 0.44 3.75 0.91
H 0.10 3.46 4.60
H 0.51 1.79 5.01
H -0.07 2.17 3.39
H 2.57 3.20 4.63
H 2.46 1.77 3.61
H 2.78 5.43 3.60
H 2.34 5.69 1.91
H 0.42 5.32 4.26
H 0.65 6.71 3.18
H -0.07 5.22 2.53
H 4.91 2.27 0.90
```

Its HOMO energy (spin up / spin down) is 0.1 / -0.5 eV. The maximum force comes out at 4.214 eV Å⁻¹. The LUMO energy (spin up / spin down) comes out at 4.77 / 4.63 eV. The total charge is -2. The spin multiplicity is 3. Its frontier orbital gap (spin up / spin down) is 4.62 / 5.16 eV.

Mulliken atomic charge list, values in e, 4 entries: number 1, Au, carries 1.60; number 2, C, carries -0.70; number 3, C, carries -0.65; number 4, C, carries -0.65


Below is a molecular structure, C34H42BKN10O5S, with properties calculated with ωB97M-V/def2-TZVPD.

XYZ file:
```
94
Properties=species:S:1:pos:R:3
K -0.42 -2.01 0.34
C -4.00 -1.94 -0.05
C -3.69 -1.76 1.40
C -4.35 -2.32 2.51
C -3.64 -1.89 3.61
C -3.86 -2.24 5.04
N -2.63 -1.11 3.17
N -2.65 -1.04 1.81
B -1.56 -0.38 4.03
N -1.39 1.10 3.58
N -0.50 1.48 2.63
C -0.62 2.80 2.52
C 0.23 3.54 1.54
C -1.62 3.28 3.39
C -2.08 2.16 4.05
C -3.16 2.05 5.08
N -0.23 -1.13 4.09
N 0.53 -1.33 2.98
C 1.57 -2.05 3.35
C 2.57 -2.52 2.35
C 1.51 -2.33 4.73
C 0.34 -1.73 5.16
C -0.22 -1.68 6.54
H -4.99 -2.40 -0.16
H -4.00 -0.98 -0.57
H -3.27 -2.58 -0.54
H -5.19 -2.99 2.51
H -4.77 -2.83 5.13
H -3.03 -2.84 5.43
H -3.95 -1.36 5.68
H -2.00 -0.35 5.15
H 0.92 2.84 1.06
H -0.35 4.03 0.76
H 0.83 4.31 2.04
H -1.96 4.30 3.53
H -3.60 3.04 5.24
H -3.94 1.37 4.77
H -2.77 1.69 6.03
H 2.67 -1.78 1.55
H 3.55 -2.66 2.80
H 2.23 -3.46 1.90
H 2.19 -2.91 5.33
H 0.45 -2.22 7.22
H -0.32 -0.66 6.91
H -1.21 -2.15 6.60
O -1.51 -5.24 1.07
C -0.64 -4.77 0.32
O 0.51 -4.33 0.66
C -0.97 -4.60 -1.19
O -0.88 -5.60 -1.93
O -1.30 -3.42 -1.55
C 4.24 0.97 -6.04
C 3.08 1.49 -5.21
N 3.49 2.41 -4.16
C 3.75 3.78 -4.58
C 2.48 4.61 -4.71
C 3.23 2.22 -2.82
O 3.27 3.16 -2.04
C 2.97 0.83 -2.35
C 3.83 -0.23 -2.63
C 3.54 -1.48 -2.13
C 2.38 -1.64 -1.38
N 1.56 -0.63 -1.10
C 1.85 0.57 -1.56
H 3.88 0.26 -6.79
H 4.97 0.45 -5.41
H 4.76 1.77 -6.56
H 2.52 0.66 -4.77
H 2.36 2.00 -5.86
H 4.28 3.74 -5.53
H 4.41 4.23 -3.84
H 1.79 4.16 -5.43
H 2.71 5.62 -5.05
H 1.98 4.67 -3.74
H 4.72 -0.05 -3.22
H 4.18 -2.33 -2.31
H 2.10 -2.62 -0.99
H 1.16 1.38 -1.31
N -2.49 1.41 0.14
C -1.94 1.20 -1.07
N -1.58 0.04 -1.50
C -1.13 0.11 -2.80
C -0.69 -1.00 -3.54
C -0.29 -0.79 -4.85
C -0.32 0.49 -5.43
C -0.74 1.59 -4.70
C -1.14 1.39 -3.39
S -1.71 2.54 -2.21
H -2.38 0.65 0.82
H -2.49 2.34 0.53
H -0.70 -1.98 -3.06
H 0.04 -1.63 -5.44
H -0.01 0.62 -6.46
H -0.76 2.58 -5.14
```

Its HOMO energy is -1.1 eV. The maximum force comes out at 0.883 eV Å⁻¹. The LUMO energy comes out at 3.68 eV. The total charge is -2. Its frontier orbital gap is 4.81 eV.

Mulliken atomic charge list, values in e, 4 entries: number 1, K, carries 1.16; number 2, C, carries -1.19; number 3, C, carries 0.80; number 4, C, carries -1.65


Below is a molecular structure, C14H24CoN4PS, with properties calculated with ωB97M-V/def2-TZVPD.

XYZ file:
```
45
Properties=species:S:1:pos:R:3
Co 0.61 0.73 -0.41
C -0.28 4.80 0.30
C -0.28 3.31 0.24
N 0.79 2.59 0.27
N 2.00 3.18 0.35
C 2.96 2.52 -0.24
N 4.22 2.95 -0.14
S 2.67 1.07 -1.21
C -1.51 2.55 0.01
C -2.78 3.05 0.25
C -3.89 2.26 -0.03
C -3.70 0.98 -0.54
C -2.40 0.54 -0.74
N -1.33 1.30 -0.49
H 0.74 5.17 0.23
H -0.71 5.16 1.24
H -0.87 5.20 -0.52
H 4.43 3.78 0.38
H 4.94 2.47 -0.64
H -2.90 4.04 0.65
H -4.89 2.63 0.14
H -4.53 0.34 -0.78
H -2.21 -0.45 -1.13
C 2.53 -2.63 1.77
C 2.07 -2.59 0.32
P 0.63 -1.51 -0.02
C -0.65 -2.04 1.20
C -1.13 -3.49 1.19
C 0.22 -2.01 -1.76
C -0.56 -3.29 -2.03
H 3.35 -3.34 1.88
H 1.73 -2.94 2.45
H 2.89 -1.65 2.10
H 1.80 -3.60 -0.01
H 2.88 -2.24 -0.32
H -1.49 -1.35 1.10
H -0.18 -1.81 2.16
H -1.89 -3.66 0.43
H -1.58 -3.73 2.16
H -0.31 -4.19 1.02
H 1.21 -2.07 -2.23
H -0.28 -1.17 -2.25
H -0.18 -4.14 -1.46
H -0.48 -3.54 -3.09
H -1.62 -3.17 -1.80
```

Its HOMO energy (spin up / spin down) is -11.0 / -11.3 eV. The maximum force comes out at 1.217 eV Å⁻¹. The LUMO energy (spin up / spin down) comes out at -3.52 / -3.99 eV. The total charge is +1. The spin multiplicity is 4. Its frontier orbital gap (spin up / spin down) is 7.49 / 7.29 eV.

Mulliken atomic charge list, values in e, 4 entries: number 1, Co, carries -0.45; number 2, C, carries -1.42; number 3, C, carries 1.02; number 4, N, carries 0.60


Repeat the third record exactly.
Below is a molecular structure, C34H42BKN10O5S, with properties calculated with ωB97M-V/def2-TZVPD.

XYZ file:
```
94
Properties=species:S:1:pos:R:3
K -0.42 -2.01 0.34
C -4.00 -1.94 -0.05
C -3.69 -1.76 1.40
C -4.35 -2.32 2.51
C -3.64 -1.89 3.61
C -3.86 -2.24 5.04
N -2.63 -1.11 3.17
N -2.65 -1.04 1.81
B -1.56 -0.38 4.03
N -1.39 1.10 3.58
N -0.50 1.48 2.63
C -0.62 2.80 2.52
C 0.23 3.54 1.54
C -1.62 3.28 3.39
C -2.08 2.16 4.05
C -3.16 2.05 5.08
N -0.23 -1.13 4.09
N 0.53 -1.33 2.98
C 1.57 -2.05 3.35
C 2.57 -2.52 2.35
C 1.51 -2.33 4.73
C 0.34 -1.73 5.16
C -0.22 -1.68 6.54
H -4.99 -2.40 -0.16
H -4.00 -0.98 -0.57
H -3.27 -2.58 -0.54
H -5.19 -2.99 2.51
H -4.77 -2.83 5.13
H -3.03 -2.84 5.43
H -3.95 -1.36 5.68
H -2.00 -0.35 5.15
H 0.92 2.84 1.06
H -0.35 4.03 0.76
H 0.83 4.31 2.04
H -1.96 4.30 3.53
H -3.60 3.04 5.24
H -3.94 1.37 4.77
H -2.77 1.69 6.03
H 2.67 -1.78 1.55
H 3.55 -2.66 2.80
H 2.23 -3.46 1.90
H 2.19 -2.91 5.33
H 0.45 -2.22 7.22
H -0.32 -0.66 6.91
H -1.21 -2.15 6.60
O -1.51 -5.24 1.07
C -0.64 -4.77 0.32
O 0.51 -4.33 0.66
C -0.97 -4.60 -1.19
O -0.88 -5.60 -1.93
O -1.30 -3.42 -1.55
C 4.24 0.97 -6.04
C 3.08 1.49 -5.21
N 3.49 2.41 -4.16
C 3.75 3.78 -4.58
C 2.48 4.61 -4.71
C 3.23 2.22 -2.82
O 3.27 3.16 -2.04
C 2.97 0.83 -2.35
C 3.83 -0.23 -2.63
C 3.54 -1.48 -2.13
C 2.38 -1.64 -1.38
N 1.56 -0.63 -1.10
C 1.85 0.57 -1.56
H 3.88 0.26 -6.79
H 4.97 0.45 -5.41
H 4.76 1.77 -6.56
H 2.52 0.66 -4.77
H 2.36 2.00 -5.86
H 4.28 3.74 -5.53
H 4.41 4.23 -3.84
H 1.79 4.16 -5.43
H 2.71 5.62 -5.05
H 1.98 4.67 -3.74
H 4.72 -0.05 -3.22
H 4.18 -2.33 -2.31
H 2.10 -2.62 -0.99
H 1.16 1.38 -1.31
N -2.49 1.41 0.14
C -1.94 1.20 -1.07
N -1.58 0.04 -1.50
C -1.13 0.11 -2.80
C -0.69 -1.00 -3.54
C -0.29 -0.79 -4.85
C -0.32 0.49 -5.43
C -0.74 1.59 -4.70
C -1.14 1.39 -3.39
S -1.71 2.54 -2.21
H -2.38 0.65 0.82
H -2.49 2.34 0.53
H -0.70 -1.98 -3.06
H 0.04 -1.63 -5.44
H -0.01 0.62 -6.46
H -0.76 2.58 -5.14
```

Its HOMO energy is -1.1 eV. The maximum force comes out at 0.883 eV Å⁻¹. The LUMO energy comes out at 3.68 eV. The total charge is -2. Its frontier orbital gap is 4.81 eV.

Mulliken atomic charge list, values in e, 4 entries: number 1, K, carries 1.16; number 2, C, carries -1.19; number 3, C, carries 0.80; number 4, C, carries -1.65


Question: Look up the maximum force of the fourth one.
Answer: 1.217 eV Å⁻¹


Repeat the first record exactly.
Below is 2 unconnected molecules or ions with the total composition C4H6O2, with properties calculated with ωB97M-V/def2-TZVPD.

XYZ file:
```
12
Properties=species:S:1:pos:R:3
C -2.00 -0.36 -0.65
C -1.29 0.16 -1.62
O -0.64 0.62 -2.47
H -2.70 -1.16 -0.87
H -1.88 0.05 0.35
C 1.29 -0.45 1.13
C 1.12 0.79 0.29
O 0.22 1.59 0.44
H 0.41 -0.58 1.76
H 2.19 -0.35 1.75
H 1.44 -1.33 0.50
H 1.88 0.93 -0.50
```

Its HOMO energy is -9.2 eV. As for the structure (SMILES): C=C=O.CC=O. The maximum force comes out at 0.780 eV Å⁻¹. The LUMO energy comes out at 0.92 eV. Its frontier orbital gap is 10.13 eV.

Mulliken atomic charge list, values in e, 4 entries: number 1, C, carries -0.95; number 2, C, carries 0.77; number 3, O, carries -0.37; number 4, H, carries 0.26